The following is a DFT calculation (wB97M-V/def2-TZVPD) of a molecular structure, C22H57IO18P6.

Values from the calculation:
LUMO level = -0.70 eV
Electronic energy = -4572.92834 hartree
HOMO-LUMO gap = 8.99 eV

The geometry in ORCA input format:
```
! RIJCOSX wB97M-V def2-TZVPD def2/J DEFGRID3
* xyz 0 1
C 1.938 0.849 -5.695
C 1.892 2.235 -6.336
C 0.467 2.681 -6.663
C 2.831 2.265 -7.562
O 3.959 3.105 -7.234
P 5.306 2.936 -8.029
O 5.421 3.907 -9.107
O 6.495 3.215 -6.948
P 6.159 4.053 -5.600
O 5.441 3.293 -4.570
O 5.505 1.462 -8.603
P 5.710 0.109 -7.601
O 5.372 0.657 -6.124
I 8.146 -0.259 -7.544
H 1.243 0.799 -4.853
H 2.921 0.658 -5.265
H 1.668 0.053 -6.391
H 2.322 2.912 -5.596
H 0.494 3.537 -7.338
H -0.113 1.875 -7.114
H -0.019 3.000 -5.742
H 2.286 2.638 -8.429
H 3.119 1.235 -7.771
H 5.525 5.238 -5.989
H 7.428 4.407 -5.128
H 6.116 1.104 -5.689
O 0.441 0.186 -1.441
P 0.664 0.815 -0.115
O 0.235 2.357 -0.409
C -1.139 2.670 -0.639
C -1.955 2.694 0.643
O 2.278 0.989 -0.082
C 3.128 0.177 -0.896
C 3.512 0.902 -2.167
O 0.540 1.018 1.484
C 0.531 -0.140 2.362
C 1.899 -0.783 2.479
H -1.566 1.961 -1.356
H -1.152 3.656 -1.103
H -2.042 1.695 1.075
H -2.961 3.067 0.447
H -1.477 3.328 1.388
H 2.656 -0.781 -1.120
H 4.020 -0.037 -0.304
H 2.634 1.279 -2.690
H 4.060 0.237 -2.837
H 4.144 1.763 -1.944
H -0.209 -0.863 2.013
H 0.209 0.219 3.338
H 2.176 -1.300 1.558
H 1.900 -1.517 3.285
H 2.662 -0.032 2.675
O -4.480 -4.074 -0.777
P -4.128 -2.967 -1.680
O -5.461 -2.175 -2.100
C -6.189 -1.447 -1.106
C -5.525 -0.128 -0.753
O -3.803 -3.692 -3.097
C -3.597 -5.101 -3.180
C -4.861 -5.812 -3.617
O -3.080 -1.785 -1.924
C -1.733 -1.902 -1.389
C -0.891 -2.900 -2.156
H -6.319 -2.067 -0.215
H -7.176 -1.263 -1.527
H -4.576 -0.289 -0.238
H -6.170 0.461 -0.099
H -5.311 0.446 -1.654
H -3.232 -5.499 -2.233
H -2.809 -5.259 -3.920
H -5.707 -5.530 -2.990
H -4.731 -6.894 -3.566
H -5.113 -5.541 -4.643
H -1.781 -2.168 -0.328
H -1.283 -0.919 -1.467
H -1.215 -3.925 -1.963
H 0.153 -2.817 -1.854
H -0.971 -2.727 -3.228
O -0.792 -0.750 6.533
P -0.807 -0.175 7.908
O 0.801 -0.387 8.212
C 1.760 0.420 7.537
C 1.852 1.825 8.109
O -1.408 -1.394 8.794
C -2.295 -2.361 8.222
C -1.543 -3.613 7.823
O -0.829 0.841 9.188
C -1.978 1.695 9.425
C -3.181 0.924 9.935
H 1.529 0.454 6.467
H 2.718 -0.087 7.652
H 0.938 2.392 7.918
H 2.686 2.367 7.661
H 1.990 1.790 9.189
H -2.836 -1.941 7.373
H -3.034 -2.600 8.988
H -0.688 -3.375 7.192
H -2.199 -4.298 7.283
H -1.162 -4.124 8.708
H -2.226 2.240 8.512
H -1.661 2.425 10.167
H -3.619 0.306 9.148
H -3.950 1.613 10.283
H -2.896 0.261 10.750
*
```

The following is a DFT calculation (wB97M-V/def2-TZVPD) of 7 unconnected molecules or ions with the total composition C12H40N2O9.

Values from the calculation:
LUMO level (spin up / spin down) = 2.79 / 2.74 eV
Electronic energy = -1267.73457 hartree
HOMO-LUMO gap (spin up / spin down) = 2.27 / 8.85 eV
Expectation value of S² = 0.75

The geometry in ORCA input format:
```
! RIJCOSX wB97M-V def2-TZVPD def2/J DEFGRID3
* xyz -1 2
C 0.725 -2.957 -3.549
O 0.221 -3.844 -2.600
C 1.166 -4.110 -1.501
C 0.325 -4.255 -0.254
N 0.120 -2.924 0.368
C -0.640 -2.994 1.591
C 0.027 -3.782 2.777
O 1.205 -3.068 3.109
C 1.881 -3.651 4.250
H 0.935 -2.020 -3.033
H 0.061 -2.820 -4.402
H 1.664 -3.213 -4.038
H 2.012 -3.464 -1.269
H 1.686 -5.059 -1.636
H 0.926 -4.878 0.408
H -0.641 -4.744 -0.376
H -0.503 -2.385 -0.216
H -1.617 -3.450 1.428
H -0.786 -1.962 1.910
H 0.266 -4.814 2.520
H -0.642 -3.813 3.637
H 2.526 -2.918 4.735
H 2.564 -4.417 3.883
H 1.152 -3.973 4.994
C -2.315 3.849 3.869
O -1.801 3.778 2.527
C -0.967 2.662 2.310
C -0.829 2.233 0.879
N -0.048 3.190 0.091
C 1.252 3.524 0.629
C 2.051 4.285 -0.457
O 1.446 5.545 -0.716
C 2.341 6.451 -1.399
H -2.993 3.068 4.212
H -2.859 4.793 3.913
H -1.453 4.008 4.516
H -1.455 1.822 2.804
H 0.010 2.831 2.762
H -1.806 2.086 0.420
H -0.331 1.266 0.815
H -0.578 4.047 0.034
H 1.664 2.556 0.916
H 1.181 4.158 1.512
H 2.042 3.644 -1.338
H 3.133 4.324 -0.324
H 3.148 6.831 -0.774
H 1.847 7.402 -1.599
H 2.680 6.029 -2.345
O 0.671 1.158 -1.785
H 0.396 1.855 -1.189
H 1.527 0.885 -1.456
O -1.657 -0.895 -1.304
H -1.019 -0.266 -0.966
H -1.566 -0.841 -2.256
O -3.664 -2.067 0.075
H -3.047 -1.555 -0.447
H -3.520 -2.972 -0.201
O -2.356 -2.028 -4.806
H -2.852 -1.747 -5.575
H -1.934 -1.230 -4.487
O -0.703 0.202 -3.925
H 0.031 0.029 -4.514
H -0.303 0.608 -3.156
*
```

The following is a DFT calculation (wB97M-V/def2-TZVPD) of a molecular structure, C39H43ClHgP2Si2.

Values from the calculation:
LUMO level (spin up / spin down) = -2.70 / -2.70 eV
Electronic energy = -3386.83872 hartree
Energy above the lowest of the compared OMol25 structures with the same formula, charge and spin = 0.00 kcal per mole
HOMO-LUMO gap (spin up / spin down) = 2.77 / 2.77 eV

The geometry in ORCA input format:
```
! RIJCOSX wB97M-V def2-TZVPD def2/J DEFGRID3
* xyz 0 1
C -2.476 -0.451 4.036
C -2.783 -0.249 2.662
C -2.301 -1.373 1.933
H -3.315 0.601 2.243
C -1.692 -2.266 2.859
C -1.790 -1.689 4.160
H -1.425 -2.130 5.090
H -2.737 0.213 4.860
H -2.407 -1.540 0.861
H -1.245 -3.232 2.620
Hg 0.490 2.083 0.563
Si -0.466 0.585 -3.349
C -0.358 1.872 -4.823
C 0.749 1.856 -5.677
H 1.473 1.030 -5.652
C 0.945 2.897 -6.600
H 1.821 2.879 -7.262
C 0.017 3.952 -6.664
H 0.186 4.779 -7.361
C -1.116 3.935 -5.834
H -1.842 4.758 -5.900
C -1.317 2.879 -4.918
H -2.203 2.860 -4.268
C -0.401 -0.874 -4.870
C -1.068 -0.608 -6.079
H -1.685 0.288 -6.187
C -0.928 -1.411 -7.223
H -1.386 -1.115 -8.167
C -0.175 -2.594 -7.165
H -0.046 -3.237 -8.047
C 0.410 -2.937 -5.941
H 0.960 -3.884 -5.845
C 0.333 -2.069 -4.831
H 0.946 -2.370 -3.947
H -1.929 0.386 -3.265
Si 2.148 -2.130 -2.029
C 1.065 -3.332 -1.118
C -0.203 -3.538 -1.721
H -0.457 -3.126 -2.701
C -1.213 -4.216 -1.047
H -2.197 -4.233 -1.503
C -0.946 -4.819 0.182
H -1.746 -5.332 0.714
C 0.315 -4.656 0.762
H 0.530 -5.100 1.731
C 1.334 -3.927 0.133
H 2.319 -3.833 0.600
C 1.133 -0.543 -1.864
C -0.151 -0.471 -1.283
H -0.663 -1.378 -0.956
C -0.944 0.702 -1.362
H -1.961 0.628 -0.996
C -0.289 2.015 -1.469
H -0.949 2.897 -1.573
C 0.813 1.840 -2.432
H 1.261 2.734 -2.844
C 1.404 0.575 -2.738
H 2.183 0.464 -3.507
H 3.470 -2.210 -1.578
Cl 2.580 0.681 0.822
C 3.674 0.254 4.920
P 2.175 0.356 3.817
C 1.834 -1.426 3.507
C 0.895 0.582 5.131
C 0.745 -0.224 6.267
C -0.216 0.106 7.236
C -0.956 1.287 7.120
C -0.784 2.102 5.995
C 0.054 1.706 4.949
P 0.260 2.706 3.371
C -1.492 3.118 3.123
C 0.911 4.245 4.163
H 4.541 0.347 4.248
H 3.684 -0.718 5.436
H 3.660 1.088 5.640
H 2.294 -2.009 4.317
H 0.746 -1.586 3.486
H 2.270 -1.665 2.528
H 1.373 -1.109 6.419
H -0.372 -0.554 8.098
H -1.660 1.586 7.906
H -1.305 3.060 5.955
H -1.839 3.769 3.936
H -1.590 3.647 2.166
H -2.090 2.196 3.094
H 0.109 4.720 4.738
H 1.748 3.983 4.823
H 1.254 4.922 3.374
*
```

The following is a DFT calculation (wB97M-V/def2-TZVPD) of 8 unconnected molecules or ions with the total composition C33H67NO10S.

Values from the calculation:
LUMO level = 0.70 eV
Electronic energy = -2502.80094 hartree
HOMO-LUMO gap = 9.36 eV
SMILES = NC[C@H]1CCOS(=O)(=O)C1.C1CCOC1.C1CCOC1.C1CCOC1.C1CCOC1.C1CCOC1.C1CCOC1.C1CCOC1

The geometry in ORCA input format:
```
! RIJCOSX wB97M-V def2-TZVPD def2/J DEFGRID3
* xyz 0 1
N 0.875 -1.578 2.527
C 0.558 -2.292 1.283
C -0.900 -2.731 1.182
C -1.158 -3.969 2.060
C -2.480 -3.971 2.782
O -2.561 -2.822 3.645
S -2.784 -1.423 2.938
O -2.164 -0.467 3.801
O -4.175 -1.320 2.614
C -1.862 -1.536 1.414
H 0.095 -1.544 3.175
H 1.633 -2.029 3.020
H 0.806 -1.665 0.426
H 1.169 -3.196 1.196
H -1.054 -3.032 0.145
H -0.357 -4.106 2.786
H -1.145 -4.861 1.429
H -3.348 -3.996 2.116
H -2.556 -4.830 3.444
H -2.607 -1.462 0.625
H -1.301 -0.602 1.412
C 2.661 1.049 -2.505
C 2.821 1.775 -1.169
C 2.254 0.752 -0.191
O 2.542 -0.530 -0.757
C 2.975 -0.389 -2.110
H 3.321 1.421 -3.290
H 1.630 1.132 -2.854
H 3.879 1.955 -0.963
H 2.296 2.728 -1.121
H 1.171 0.859 -0.079
H 2.707 0.803 0.800
H 4.049 -0.598 -2.168
H 2.454 -1.125 -2.725
C -2.712 3.247 -0.145
C -2.220 2.994 -1.569
C -1.054 2.049 -1.322
O -1.390 1.289 -0.158
C -2.526 1.880 0.493
H -3.747 3.586 -0.095
H -2.079 3.988 0.345
H -2.993 2.492 -2.156
H -1.925 3.897 -2.096
H -0.131 2.607 -1.129
H -0.872 1.361 -2.148
H -3.403 1.255 0.315
H -2.329 1.930 1.567
C 1.235 -8.395 3.659
C 1.705 -8.410 2.205
C 1.091 -7.121 1.673
O 1.055 -6.214 2.775
C 1.328 -6.912 3.992
H 1.841 -9.011 4.321
H 0.200 -8.737 3.725
H 2.794 -8.359 2.160
H 1.380 -9.288 1.649
H 0.070 -7.291 1.313
H 1.670 -6.668 0.867
H 2.331 -6.646 4.340
H 0.607 -6.592 4.746
C 0.975 4.208 -5.783
C 1.633 4.872 -4.574
C 0.554 4.704 -3.512
O -0.122 3.484 -3.821
C 0.246 3.041 -5.128
H 1.683 3.884 -6.545
H 0.261 4.891 -6.247
H 2.536 4.329 -4.287
H 1.898 5.916 -4.738
H -0.164 5.530 -3.542
H 0.954 4.635 -2.498
H 0.901 2.167 -5.041
H -0.657 2.742 -5.662
C -1.337 7.273 3.625
C -1.707 5.915 4.220
C -2.158 5.152 2.982
O -1.388 5.670 1.894
C -0.716 6.863 2.295
H -0.654 7.853 4.245
H -2.236 7.869 3.457
H -0.826 5.441 4.658
H -2.481 5.968 4.983
H -3.221 5.321 2.776
H -1.990 4.077 3.056
H 0.353 6.652 2.408
H -0.839 7.613 1.513
C 8.305 -3.204 -2.213
C 8.363 -1.749 -1.753
C 7.240 -1.126 -2.573
O 6.265 -2.152 -2.755
C 6.804 -3.414 -2.366
H 8.757 -3.904 -1.511
H 8.806 -3.316 -3.177
H 8.137 -1.682 -0.687
H 9.325 -1.270 -1.929
H 7.602 -0.796 -3.552
H 6.766 -0.277 -2.076
H 6.350 -3.721 -1.418
H 6.547 -4.152 -3.126
C -7.694 0.286 -1.195
C -7.637 0.186 0.329
C -6.142 0.034 0.573
O -5.495 0.749 -0.483
C -6.438 1.100 -1.492
H -8.599 0.761 -1.571
H -7.616 -0.707 -1.644
H -8.004 1.112 0.778
H -8.213 -0.643 0.740
H -5.833 -1.014 0.533
H -5.811 0.440 1.527
H -6.642 2.176 -1.440
H -6.005 0.880 -2.469
*
```

The following is a DFT calculation (wB97M-V/def2-TZVPD) of a molecular structure, C37H28N8OP2SSe2Sr.

Values from the calculation:
LUMO level = -0.31 eV
Electronic energy = -7854.69483 hartree
HOMO-LUMO gap = 7.49 eV

The geometry in ORCA input format:
```
! RIJCOSX wB97M-V def2-TZVPD def2/J DEFGRID3
* xyz 0 1
Sr 0.165 -0.042 0.183
Se -4.681 -4.164 4.152
P -4.298 -2.117 4.237
C -5.797 -1.171 3.819
C -6.646 -0.634 4.783
C -7.862 -0.080 4.403
C -8.246 -0.087 3.070
C -7.416 -0.652 2.112
C -6.195 -1.189 2.483
C -3.754 -1.519 5.869
C -3.317 -2.437 6.817
C -2.916 -1.997 8.072
C -2.964 -0.645 8.387
C -3.408 0.273 7.445
C -3.798 -0.163 6.188
C -3.027 -1.582 3.038
C -2.173 -0.488 2.803
N -1.510 -0.769 1.661
N -1.912 -1.949 1.221
N -2.807 -2.457 2.031
P -1.789 1.101 3.519
Se -0.571 2.298 2.206
C -0.889 0.845 5.058
C -0.399 1.958 5.745
C 0.371 1.776 6.881
C 0.664 0.489 7.320
C 0.189 -0.615 6.629
C -0.589 -0.442 5.493
C -3.323 2.011 3.808
C -4.183 2.134 2.719
C -5.323 2.912 2.829
C -5.608 3.559 4.025
C -4.756 3.431 5.111
C -3.607 2.660 5.005
H -6.378 -0.673 5.830
H -8.520 0.338 5.155
H -9.197 0.343 2.778
H -7.728 -0.689 1.075
H -5.555 -1.660 1.745
H -3.305 -3.490 6.565
H -2.581 -2.713 8.813
H -2.661 -0.306 9.371
H -3.449 1.328 7.691
H -4.158 0.549 5.456
H -0.603 2.954 5.371
H 0.759 2.634 7.414
H 1.278 0.348 8.202
H 0.421 -1.615 6.974
H -0.952 -1.302 4.944
H -3.952 1.627 1.790
H -5.992 3.012 1.985
H -6.502 4.164 4.110
H -4.986 3.932 6.043
H -2.935 2.564 5.848
N 1.954 -0.666 3.456
C 2.511 -0.953 2.243
O 1.880 -0.554 1.205
C 3.708 -1.670 2.172
C 4.224 -2.011 0.895
N 4.627 -2.262 -0.158
C 4.428 -1.955 3.360
N 4.982 -2.117 4.360
H 1.370 0.157 3.465
H 2.538 -0.794 4.269
N 0.581 3.834 -0.807
C 1.403 2.930 -1.385
N 1.291 1.640 -1.268
C 2.250 0.983 -2.048
C 2.439 -0.394 -2.135
C 3.429 -0.893 -2.962
C 4.235 -0.038 -3.707
C 4.075 1.336 -3.625
C 3.084 1.826 -2.789
S 2.669 3.489 -2.459
H -0.020 3.537 -0.052
H 0.850 4.802 -0.817
H 1.841 -1.078 -1.541
H 3.596 -1.961 -3.005
H 5.008 -0.449 -4.344
H 4.706 2.013 -4.187
*
```

no.,strongest force on any atom (eV/Å)
1,8.3
2,2.0
3,8.6
4,0.4
5,2.8